No. 1
# C19H23N3O

The molecule C19H23N3O (ωB97M-V/def2-TZVPD, the OMol25 dataset).

Output
Gap between HOMO and LUMO = 9.00 eV
Structure (SMILES) = Cc1cccc(NC(=O)CN2CCC(c3ccccn3)CC2)c1
Energy above the lowest of the compared OMol25 structures with the same formula, charge and spin = 21.3 kJ/mol
Charge = 0

Each atom is followed by the atoms it is bonded to, with distances in Å.
Cartesian coordinates (Å):
1 C 3.92138 0.30715 2.06659  C2 1.499, H24 1.089, H25 1.089, H26 1.087
2 C 3.33452 -0.76336 1.19661  C1 1.499, C3 1.391, C23 1.384
3 C 4.15843 -1.53069 0.37951  C2 1.391, C4 1.382, H27 1.080
4 C 3.61931 -2.51161 -0.43138  C3 1.382, C5 1.384, H28 1.080
5 C 2.25683 -2.75161 -0.44722  C4 1.384, C6 1.389, H29 1.076
6 C 1.42455 -1.99433 0.36774  C5 1.389, N7 1.399, C23 1.394
7 N 0.03606 -2.16416 0.40347  C6 1.399, C8 1.364, H30 1.010
8 C -0.76855 -2.80856 -0.48912  N7 1.364, O9 1.210, C10 1.535
9 O -0.37336 -3.53654 -1.37177  C8 1.210
10 C -2.25912 -2.49868 -0.29132  C8 1.535, N11 1.453, H31 1.093, H32 1.095
11 N -2.63480 -1.11471 -0.52666  C10 1.453, C12 1.456, C22 1.447
12 C -2.00230 -0.57059 -1.72044  N11 1.456, C13 1.526, H33 1.093, H34 1.099
13 C -2.58425 0.79360 -2.08032  C12 1.526, C14 1.530, H35 1.090, H36 1.092
14 C -2.55896 1.76987 -0.90213  C13 1.530, C15 1.510, C21 1.536, H37 1.097
15 C -1.17981 2.24008 -0.50474  C14 1.510, C16 1.396, N20 1.325
16 C -1.04640 3.35067 0.33006  C15 1.396, C17 1.383, H38 1.080
17 C 0.21686 3.73818 0.73821  C16 1.383, C18 1.387, H39 1.081
18 C 1.31506 3.01194 0.30123  C17 1.387, C19 1.385, H40 1.079
19 C 1.08428 1.93500 -0.53817  C18 1.385, N20 1.321, H41 1.083
20 N -0.12230 1.56201 -0.92610  C15 1.325, C19 1.321
21 C -3.23345 1.08381 0.29476  C14 1.536, C22 1.525, H42 1.092, H43 1.091
22 C -2.50589 -0.22064 0.60367  N11 1.447, C21 1.525, H44 1.094, H45 1.106
23 C 1.97202 -1.00694 1.18520  C2 1.384, C6 1.394, H46 1.083
24 H 4.62982 -0.12565 2.77198  C1 1.089
25 H 4.46081 1.03457 1.46123  C1 1.089
26 H 3.14581 0.82524 2.62496  C1 1.087
27 H 5.22393 -1.35252 0.38154  C3 1.080
28 H 4.26656 -3.10182 -1.06269  C4 1.080
29 H 1.83478 -3.50741 -1.08670  C5 1.076
30 H -0.42734 -1.60000 1.10126  N7 1.010
31 H -2.56872 -2.78600 0.71712  C10 1.093
32 H -2.80400 -3.11958 -1.01040  C10 1.095
33 H -2.18675 -1.27062 -2.53900  C12 1.093
34 H -0.91626 -0.46330 -1.59330  C12 1.099
35 H -2.01834 1.20486 -2.91650  C13 1.090
36 H -3.62326 0.66635 -2.39064  C13 1.092
37 H -3.14300 2.65876 -1.16954  C14 1.097
38 H -1.92127 3.89723 0.65013  C16 1.080
39 H 0.34454 4.59291 1.38761  C17 1.081
40 H 2.31709 3.27763 0.59927  C18 1.079
41 H 1.89823 1.32931 -0.91642  C19 1.083
42 H -3.21383 1.73090 1.17391  C21 1.092
43 H -4.27158 0.86295 0.04418  C21 1.091
44 H -2.95848 -0.69714 1.47886  C22 1.094
45 H -1.45759 0.03774 0.84179  C22 1.106
46 H 1.31876 -0.41431 1.81366  C23 1.083

---

No. 2
# C19H23N3O4S2

The molecule C19H23N3O4S2 (ωB97M-V/def2-TZVPD, the OMol25 dataset).

Output
Gap between HOMO and LUMO = 9.18 eV
Structure (SMILES) = CSCC[C@@H](NC(=O)c1ccccc1)C(=O)NCc1ccc(S(N)(=O)=O)cc1
Energy above the lowest of the compared OMol25 structures with the same formula, charge and spin = 40.3 kJ/mol
Charge = 0

Each atom is followed by the atoms it is bonded to, with distances in Å.
Cartesian coordinates (Å):
1 C -1.24170 -0.07269 2.91928  S2 1.819, H29 1.086, H30 1.085, H31 1.086
2 S -2.16341 1.45683 2.57534  C1 1.819, C3 1.837
3 C -3.70762 0.75461 1.87007  S2 1.837, C4 1.526, H32 1.086, H33 1.090
4 C -3.95359 1.10907 0.40629  C3 1.526, C5 1.531, H34 1.093, H35 1.093
5 C -2.95802 0.55198 -0.61432  C4 1.531, N6 1.455, C15 1.542, H36 1.099
6 N -1.64834 1.16243 -0.44371  C5 1.455, C7 1.345, H37 1.016
7 C -0.73192 1.23985 -1.42486  N6 1.345, O8 1.231, C9 1.484
8 O -0.95714 0.82164 -2.56006  C7 1.231
9 C 0.57069 1.85084 -1.06275  C7 1.484, C10 1.393, C14 1.393
10 C 1.05719 1.90016 0.24176  C9 1.393, C11 1.382, H38 1.079
11 C 2.29564 2.45719 0.50013  C10 1.382, C12 1.385, H39 1.078
12 C 3.06357 2.96293 -0.53577  C11 1.385, C13 1.385, H40 1.079
13 C 2.59485 2.90195 -1.83747  C12 1.385, C14 1.381, H41 1.080
14 C 1.35792 2.34581 -2.10011  C9 1.393, C13 1.381, H42 1.080
15 C -2.73056 -0.97231 -0.56018  C5 1.542, O16 1.216, N17 1.350
16 O -2.93725 -1.66541 0.41728  C15 1.216
17 N -2.21408 -1.44202 -1.71539  C15 1.350, C18 1.456, H43 1.023
18 C -1.44147 -2.67599 -1.71099  N17 1.456, C19 1.509, H44 1.092, H45 1.090
19 C -0.11063 -2.33672 -1.08679  C18 1.509, C20 1.392, C28 1.392
20 C 0.85811 -1.67044 -1.83210  C19 1.392, C21 1.384, H46 1.079
21 C 1.98413 -1.15600 -1.21252  C20 1.384, C22 1.380, H47 1.078
22 C 2.12609 -1.30441 0.15181  C21 1.380, S23 1.786, C27 1.381
23 S 3.53477 -0.59795 0.99158  C22 1.786, N24 1.671, O25 1.429, O26 1.432
24 N 4.49912 -1.91130 1.36153  S23 1.671, H48 1.005, H49 1.005
25 O 4.28751 0.21010 0.08468  S23 1.429
26 O 3.09478 -0.05835 2.24240  S23 1.432
27 C 1.18910 -1.98254 0.90563  C22 1.381, C28 1.384, H50 1.079
28 C 0.06909 -2.50500 0.28286  C19 1.392, C27 1.384, H51 1.080
29 H -0.21438 0.20768 3.13308  C1 1.086
30 H -1.28576 -0.72013 2.04913  C1 1.085
31 H -1.68047 -0.56327 3.78364  C1 1.086
32 H -3.65230 -0.32230 2.00128  C3 1.086
33 H -4.52368 1.15497 2.47185  C3 1.090
34 H -4.94344 0.72709 0.14440  C4 1.093
35 H -3.97139 2.19654 0.29731  C4 1.093
36 H -3.31395 0.80150 -1.62337  C5 1.099
37 H -1.45158 1.52529 0.48439  N6 1.016
38 H 0.49346 1.48707 1.06396  C10 1.079
39 H 2.66748 2.47914 1.51183  C11 1.078
40 H 4.03235 3.38910 -0.32780  C12 1.079
41 H 3.19558 3.28493 -2.64918  C13 1.080
42 H 0.97563 2.28477 -3.10843  C14 1.080
43 H -1.89274 -0.73341 -2.37932  N17 1.023
44 H -1.97940 -3.41561 -1.11500  C18 1.092
45 H -1.33836 -3.02388 -2.73914  C18 1.090
46 H 0.71379 -1.52703 -2.89206  C20 1.079
47 H 2.73832 -0.61123 -1.75745  C21 1.078
48 H 4.08983 -2.56231 2.00908  N24 1.005
49 H 4.90969 -2.35228 0.55691  N24 1.005
50 H 1.33068 -2.06280 1.97240  C27 1.079
51 H -0.68616 -3.01807 0.85881  C28 1.080

---

No. 3
# C19H23N3O5

The molecule C19H23N3O5 (ωB97M-V/def2-TZVPD, the OMol25 dataset).

Output
Gap between HOMO and LUMO = 8.74 eV
Structure (SMILES) = CCOC(=O)C1CCN(c2cc(=O)n(-c3ccc(OC)cc3)c(=O)[nH]2)CC1
Energy above the lowest of the compared OMol25 structures with the same formula, charge and spin = 178.6 kJ/mol
Charge = 0

Each atom is followed by the atoms it is bonded to, with distances in Å.
Cartesian coordinates (Å):
1 C -1.15829 -2.42665 -1.08864  C2 1.521, H28 1.087, H29 1.086, H30 1.087
2 C -1.78290 -2.45064 0.29823  C1 1.521, O3 1.431, H31 1.095, H32 1.092
3 O -2.70590 -1.37689 0.50540  C2 1.431, C4 1.329
4 C -3.91420 -1.48475 -0.03839  O3 1.329, O5 1.204, C6 1.527
5 O -4.26854 -2.40391 -0.73068  C4 1.204
6 C -4.83019 -0.30822 0.28923  C4 1.527, C7 1.537, C27 1.536, H33 1.094
7 C -4.39130 0.52417 1.50416  C6 1.537, C8 1.534, H34 1.089, H35 1.090
8 C -3.68742 1.80730 1.04557  C7 1.534, N9 1.444, H36 1.094, H37 1.089
9 N -2.83735 1.56463 -0.09606  C8 1.444, C10 1.361, C26 1.455
10 C -1.52445 1.24307 0.06310  N9 1.361, C11 1.363, N25 1.374
11 C -0.89571 1.01048 1.24990  C10 1.363, C12 1.430, H38 1.074
12 C 0.49322 0.67614 1.32100  C11 1.430, O13 1.214, N14 1.416
13 O 1.09786 0.42450 2.34369  C12 1.214
14 N 1.16380 0.62304 0.07462  C12 1.416, C15 1.430, C23 1.366
15 C 2.54725 0.26239 0.07669  N14 1.430, C16 1.383, C22 1.389
16 C 3.49937 1.14776 -0.39520  C15 1.383, C17 1.384, H39 1.079
17 C 4.83854 0.79834 -0.39631  C16 1.384, C18 1.391, H40 1.078
18 C 5.23395 -0.44331 0.08909  C17 1.391, O19 1.361, C21 1.396
19 O 6.51917 -0.88842 0.13792  C18 1.361, C20 1.407
20 C 7.54233 -0.04287 -0.32850  O19 1.407, H41 1.095, H42 1.095, H43 1.089
21 C 4.26617 -1.32740 0.56992  C18 1.396, C22 1.377, H44 1.078
22 C 2.93349 -0.98090 0.55979  C15 1.389, C21 1.377, H45 1.079
23 C 0.58705 0.90205 -1.13160  N14 1.366, O24 1.211, N25 1.385
24 O 1.16123 0.87874 -2.19708  C23 1.211
25 N -0.76373 1.20375 -1.08073  C10 1.374, C23 1.385, H46 1.010
26 C -3.56138 1.18914 -1.30104  N9 1.455, C27 1.535, H47 1.099, H48 1.093
27 C -4.92829 0.58098 -0.95939  C6 1.536, C26 1.535, H49 1.090, H50 1.091
28 H -0.62417 -1.49570 -1.26003  C1 1.087
29 H -0.45464 -3.24931 -1.17682  C1 1.086
30 H -1.92840 -2.54538 -1.84719  C1 1.087
31 H -2.31189 -3.39705 0.45129  C2 1.095
32 H -1.02766 -2.31275 1.07449  C2 1.092
33 H -5.81396 -0.75272 0.46741  C6 1.094
34 H -3.71788 -0.06476 2.12503  C7 1.089
35 H -5.26072 0.79225 2.10511  C7 1.090
36 H -4.42762 2.55387 0.74159  C8 1.094
37 H -3.09567 2.23924 1.85096  C8 1.089
38 H -1.41934 1.00036 2.18720  C11 1.074
39 H 3.19604 2.11187 -0.77275  C16 1.079
40 H 5.55958 1.50542 -0.77427  C17 1.078
41 H 7.59196 0.88536 0.24985  C20 1.095
42 H 7.41496 0.19547 -1.38942  C20 1.095
43 H 8.46850 -0.59962 -0.19399  C20 1.089
44 H 4.58851 -2.28561 0.94481  C21 1.078
45 H 2.19006 -1.66647 0.93477  C22 1.079
46 H -1.16606 1.45805 -1.97141  N25 1.010
47 H -3.70436 2.06698 -1.94668  C26 1.099
48 H -2.98314 0.44355 -1.85324  C26 1.093
49 H -5.27288 -0.01411 -1.80569  C27 1.090
50 H -5.66588 1.36348 -0.77746  C27 1.091

---

No. 4
# C19H23N3O6

The molecule C19H23N3O6 (ωB97M-V/def2-TZVPD, the OMol25 dataset).

Output
Gap between HOMO and LUMO = 8.55 eV
Structure (SMILES) = CCn1cc(C(=O)NCC(=O)NC(C)(C)CO)c(=O)c2cc3c(cc21)OCO3
Energy above the lowest of the compared OMol25 structures with the same formula, charge and spin = 111.4 kJ/mol
Charge = 0

Each atom is followed by the atoms it is bonded to, with distances in Å.
Cartesian coordinates (Å):
1 C -4.25691 -0.44389 -0.65760  C2 1.527, H29 1.087, H30 1.086, H31 1.087
2 C -3.39478 -0.68542 -1.89420  C1 1.527, N3 1.451, H32 1.092, H33 1.092
3 N -2.15958 0.07453 -1.83667  C2 1.451, C4 1.343, C25 1.380
4 C -1.05451 -0.53490 -1.37610  N3 1.343, C5 1.362, H34 1.082
5 C 0.16313 0.05672 -1.22750  C4 1.362, C6 1.488, C18 1.447
6 C 1.26207 -0.80648 -0.71506  C5 1.488, O7 1.233, N8 1.337
7 O 1.05559 -1.98603 -0.42044  C6 1.233
8 N 2.45502 -0.21258 -0.61019  C6 1.337, C9 1.445, H35 1.021
9 C 3.65510 -0.89986 -0.19255  N8 1.445, C10 1.544, H36 1.095, H37 1.090
10 C 3.72155 -1.08555 1.33864  C9 1.544, O11 1.213, N12 1.342
11 O 4.54756 -0.51631 2.01999  C10 1.213
12 N 2.78796 -1.94442 1.77516  C10 1.342, C13 1.460, H38 1.018
13 C 2.52095 -2.25015 3.17713  N12 1.460, C14 1.529, C15 1.530, C16 1.538
14 C 3.76700 -2.84930 3.82932  C13 1.529, H39 1.085, H40 1.088, H41 1.086
15 C 2.08383 -0.98432 3.91700  C13 1.530, H42 1.086, H43 1.086, H44 1.089
16 C 1.38089 -3.28239 3.18217  C13 1.538, O17 1.409, H45 1.101, H46 1.100
17 O 1.05442 -3.61410 4.51246  C16 1.409, H47 0.962
18 C 0.33437 1.45276 -1.56793  C5 1.447, O19 1.232, C20 1.468
19 O 1.39552 2.07171 -1.46989  C18 1.232
20 C -0.88848 2.10415 -2.05339  C18 1.468, C21 1.408, C25 1.408
21 C -0.79036 3.46617 -2.39601  C20 1.408, C22 1.362, H48 1.077
22 C -1.90960 4.09950 -2.84519  C21 1.362, C23 1.404, O28 1.366
23 C -3.12792 3.41075 -2.95957  C22 1.404, C24 1.367, O26 1.361
24 C -3.25654 2.08950 -2.63350  C23 1.367, C25 1.410, H49 1.075
25 C -2.10929 1.41225 -2.17202  N3 1.380, C20 1.408, C24 1.410
26 O -4.08574 4.25944 -3.42207  C23 1.361, C27 1.415
27 C -3.44716 5.50907 -3.60310  O26 1.415, O28 1.409, H50 1.101, H51 1.101
28 O -2.09053 5.39525 -3.23859  C22 1.366, C27 1.409
29 H -4.51885 0.60674 -0.56426  C1 1.087
30 H -5.17076 -1.02762 -0.72419  C1 1.086
31 H -3.71737 -0.74312 0.23772  C1 1.087
32 H -3.13210 -1.74374 -1.95353  C2 1.092
33 H -3.93870 -0.42748 -2.80486  C2 1.092
34 H -1.14360 -1.58086 -1.11332  C4 1.082
35 H 2.49200 0.78393 -0.82832  N8 1.021
36 H 3.68040 -1.88933 -0.66172  C9 1.095
37 H 4.51911 -0.31647 -0.50960  C9 1.090
38 H 2.11470 -2.27274 1.08562  N12 1.018
39 H 4.56578 -2.11446 3.83410  C14 1.085
40 H 4.09716 -3.72446 3.27396  C14 1.088
41 H 3.53222 -3.14155 4.84824  C14 1.086
42 H 1.81505 -1.23737 4.93790  C15 1.086
43 H 2.89886 -0.26676 3.92205  C15 1.086
44 H 1.22321 -0.53815 3.42191  C15 1.089
45 H 0.50820 -2.85535 2.66524  C16 1.101
46 H 1.70663 -4.17475 2.62855  C16 1.100
47 H 0.37148 -4.29131 4.50330  O17 0.962
48 H 0.16200 3.95826 -2.29092  C21 1.077
49 H -4.21541 1.61482 -2.73573  C24 1.075
50 H -3.52435 5.80960 -4.65973  C27 1.101
51 H -3.93926 6.26609 -2.97270  C27 1.101

---

No. 5
# C19H23N5O3

The molecule C19H23N5O3 (ωB97M-V/def2-TZVPD, the OMol25 dataset).

Output
Gap between HOMO and LUMO = 8.06 eV
Structure (SMILES) = Cc1cc(C)cc(NC(=O)N2CCCN(c3ncccc3[N+](=O)[O-])CC2)c1
Energy above the lowest of the compared OMol25 structures with the same formula, charge and spin = 353.2 kJ/mol
Charge = 0

Each atom is followed by the atoms it is bonded to, with distances in Å.
Cartesian coordinates (Å):
1 C -1.90356 1.65029 2.21142  C2 1.499, H28 1.090, H29 1.089, H30 1.087
2 C -0.50959 1.68977 1.66226  C1 1.499, C3 1.387, C27 1.387
3 C 0.59750 1.52217 2.48145  C2 1.387, C4 1.390, H31 1.081
4 C 1.89030 1.62318 1.98199  C3 1.390, C5 1.496, C6 1.388
5 C 3.07578 1.38708 2.86315  C4 1.496, H32 1.090, H33 1.087, H34 1.087
6 C 2.07070 1.90926 0.63605  C4 1.388, C7 1.389, H35 1.079
7 C 0.97356 2.06309 -0.20110  C6 1.389, N8 1.419, C27 1.389
8 N 1.17081 2.35435 -1.57578  C7 1.419, C9 1.390, H36 1.013
9 C 0.23515 1.94160 -2.51688  N8 1.390, O10 1.215, N11 1.371
10 O -0.27964 2.71009 -3.30437  C9 1.215
11 N -0.01630 0.59374 -2.50157  C9 1.371, C12 1.449, C26 1.456
12 C -1.09522 0.11219 -3.34024  N11 1.449, C13 1.533, H37 1.095, H38 1.093
13 C -2.18409 -0.59939 -2.52863  C12 1.533, C14 1.530, H39 1.091, H40 1.091
14 C -1.81589 -2.02311 -2.10487  C13 1.530, N15 1.451, H41 1.093, H42 1.089
15 N -0.59584 -2.05452 -1.32008  C14 1.451, C16 1.350, C25 1.442
16 C -0.68840 -1.97574 0.02442  N15 1.350, N17 1.345, C21 1.428
17 N -1.94814 -1.94841 0.49374  C16 1.345, C18 1.308
18 C -2.20942 -1.77511 1.76335  N17 1.308, C19 1.391, H43 1.082
19 C -1.23074 -1.54776 2.72572  C18 1.391, C20 1.375, H44 1.076
20 C 0.07559 -1.62447 2.30288  C19 1.375, C21 1.397, H45 1.080
21 C 0.38086 -1.90235 0.96798  C16 1.428, C20 1.397, N22 1.419
22 N 1.75070 -2.18250 0.72651  C21 1.419, O23 1.223, O24 1.220
23 O 2.03399 -3.04433 -0.09434  N22 1.223
24 O 2.58230 -1.58314 1.38754  N22 1.220
25 C 0.59370 -1.78508 -2.08982  N15 1.442, C26 1.527, H46 1.090, H47 1.095
26 C 1.01135 -0.31841 -2.01866  N11 1.456, C25 1.527, H48 1.094, H49 1.098
27 C -0.31170 1.94372 0.31302  C2 1.387, C7 1.389, H50 1.081
28 H -2.34545 2.64564 2.16692  C1 1.090
29 H -2.53117 0.98121 1.62484  C1 1.089
30 H -1.90757 1.31970 3.24650  C1 1.087
31 H 0.45206 1.32191 3.53342  C3 1.081
32 H 3.43157 0.36862 2.70662  C5 1.090
33 H 2.81624 1.50674 3.91194  C5 1.087
34 H 3.88640 2.06847 2.61615  C5 1.087
35 H 3.06591 2.00373 0.22896  C6 1.079
36 H 1.49778 3.29675 -1.75150  N8 1.013
37 H -0.72009 -0.53423 -4.14042  C12 1.095
38 H -1.52129 1.00319 -3.80886  C12 1.093
39 H -3.09319 -0.64653 -3.12909  C13 1.091
40 H -2.39656 -0.01118 -1.63483  C13 1.091
41 H -1.66070 -2.64957 -2.98754  C14 1.093
42 H -2.62124 -2.44498 -1.50471  C14 1.089
43 H -3.25925 -1.81172 2.02468  C18 1.082
44 H -1.48397 -1.36701 3.75602  C19 1.076
45 H 0.89963 -1.53135 2.99465  C20 1.080
46 H 0.39186 -2.07495 -3.12086  C25 1.090
47 H 1.42777 -2.40375 -1.74347  C25 1.095
48 H 1.25078 -0.06823 -0.98126  C26 1.094
49 H 1.92688 -0.19156 -2.61172  C26 1.098
50 H -1.16013 2.08290 -0.34158  C27 1.081

---

Short version: HOMO = -0.306 -0.324 -0.302 -0.309 -0.311 hartree, in the order given.